[1]
Entry from the OMol25 dataset: a structure of composition C14H28BiCl2O6SiTe4 (the ωB97M-V functional and the def2-TZVPD basis).

The geometry in XYZ format:
```
56
C14H28BiCl2O6SiTe4, DFT the ωB97M-V functional and the def2-TZVPD basis
O -0.96369 -1.31220 0.47670
H -0.30279 -3.73153 -0.31990
H -3.40068 3.53610 -0.34148
H 3.09788 -3.02058 -3.42173
H -4.22820 1.18530 -0.63245
O -2.24294 5.24316 0.96102
H -2.43112 1.98922 2.70182
C -2.55895 1.75629 0.62620
H 3.09781 -0.47737 -3.48476
Si 0.14747 -0.52683 -0.48802
H 0.88490 -3.20552 2.57671
H 2.02153 -3.84450 -2.27520
H 3.16385 -0.89858 -0.30643
H 1.45418 -2.52713 1.04276
O 0.85924 -1.76931 -1.31265
Cl 0.59553 2.92277 -2.86151
Te 2.14399 4.18761 3.40588
H -3.63906 -0.07412 0.48782
H 1.32107 -0.36739 -3.50834
C 2.11088 -1.70829 -2.00853
C 2.14695 -2.95046 -2.88905
H 4.21723 -1.67342 -1.51243
O 1.16385 0.39623 0.34297
H -0.77821 -4.58239 1.16983
H 1.33607 -2.91480 -3.61817
H -4.58378 1.32509 1.07446
C 2.19743 -0.45083 -2.86605
C -1.65182 -2.32257 2.51913
Te 4.77934 3.57855 3.32355
H 2.23933 0.44257 -2.24089
H -1.48025 -1.40360 3.08337
Cl -1.58034 1.87838 -1.00491
C -0.69150 -2.41740 1.33942
C -3.82114 0.99590 0.36448
C -2.48503 3.11322 0.05110
C -1.14547 2.91805 -2.65615
C 3.25515 -1.73815 -0.99754
C -1.61642 4.23209 0.67603
H 3.23432 -2.66852 -0.42461
H -1.96262 0.36046 2.13212
H -1.99224 -3.71345 0.20773
H -1.25139 3.89887 -2.16425
H -2.75064 1.51795 -1.68017
H 0.96042 -1.44353 2.34646
H -2.68318 -2.33970 2.16963
H -1.50382 -3.16748 3.19583
O -0.36051 4.06553 0.85032
C -0.95680 -3.69850 0.55114
C 0.74364 -2.39420 1.85830
Te 3.52555 3.59632 -0.69944
Bi 1.44877 2.51183 0.96409
H -0.39424 2.14592 -0.21072
Te 4.74441 2.00587 1.09390
C -1.90155 1.42747 1.92593
O -0.66482 0.37334 -1.58985
H -0.86760 1.73826 1.99650
```

As for the LUMO energy: 0.051 Eh. The total energy is -3498.1611 Eh. Its HOMO energy is -4.5 eV. The energy above the lowest of the compared OMol25 structures with the same formula, charge and spin comes out at 13.596 eV. The charge is -1.

***

[2]
Entry from the OMol25 dataset: a structure of composition C51H55N4O8S2Sc in a non-equilibrium geometry (the ωB97M-V functional and the def2-TZVPD basis).

The geometry in XYZ format:
```
121
C51H55N4O8S2Sc, DFT the ωB97M-V functional and the def2-TZVPD basis
H 6.76639 9.69257 19.64820
S 10.61582 16.46051 19.98614
H 5.88949 16.05871 11.87428
H 10.87098 13.52340 12.69126
H 9.97300 15.22385 10.79847
H 6.16335 20.13496 12.89274
C 12.88806 12.81006 12.77274
H 16.36533 13.90112 17.67988
H 14.24478 16.37844 6.99990
C 14.26179 15.14670 8.78760
H 16.76771 17.06429 12.76288
C 14.82630 12.74079 16.56536
O 8.76024 13.02682 15.18086
H 13.92706 17.74065 17.71871
H 15.01736 17.55842 14.50914
C 9.45594 19.26386 13.19306
N 9.91856 11.43582 16.98365
C 13.38117 14.10088 13.02467
H 9.42410 20.21520 15.92573
S 7.67748 6.85718 20.20256
C 12.91036 17.62044 17.34470
C 9.65702 8.12150 18.81561
C 13.26321 15.08124 16.70346
H 12.28918 17.69861 18.21781
H 15.07434 15.88223 17.73517
O 8.61329 16.48736 15.61673
C 16.49471 16.04493 12.63593
C 11.96364 19.36716 13.85838
C 10.80154 11.44509 13.37280
C 8.27676 20.03358 13.20701
C 9.54073 10.37580 17.89719
H 8.31548 20.99092 13.64192
O 11.40424 16.37728 16.16145
H 12.30051 19.39067 12.84075
H 10.12707 12.13563 10.80690
C 11.19950 12.22856 11.01882
H 7.81772 11.40969 18.40063
C 15.46626 15.60272 13.66432
H 10.07073 19.16147 10.48510
C 6.78810 15.43749 11.90795
H 6.61366 14.47138 11.43578
N 10.58116 17.20490 12.83980
C 8.25592 17.50099 12.07014
Sc 9.79738 14.95151 15.69850
C 12.26597 18.28860 7.98097
H 11.10551 19.63824 16.16052
H 12.49233 18.47987 6.93449
H 15.01735 14.43898 8.31130
H 16.56702 13.21808 13.67214
C 13.83797 16.28877 8.01337
C 11.30002 18.97563 8.63878
H 7.83552 16.43121 10.26075
N 9.81146 14.65963 18.00112
C 8.36440 8.29146 19.42152
H 11.23341 9.02059 17.63610
C 7.13588 18.28036 12.14142
H 15.40033 11.80402 16.62472
H 8.65513 14.12643 11.07508
O 8.76691 6.26314 20.94945
H 10.89659 11.32781 16.75897
H 11.04665 11.66147 14.42040
C 15.11159 11.89059 13.03649
C 10.16742 15.38781 18.84757
C 12.89443 17.14249 8.58238
H 13.62500 16.52141 14.50347
H 11.23732 10.50473 13.05642
H 9.44291 14.96554 12.43717
H 11.65392 11.33515 10.65870
C 9.07242 15.03364 11.41326
H 9.86309 12.28913 17.53480
H 10.16425 7.19768 18.95426
H 10.80110 19.83627 8.18920
H 14.05521 13.97154 10.58605
H 15.98010 15.43064 14.67478
H 15.84855 11.09947 13.11933
C 13.78415 14.85385 10.05507
C 10.26855 9.18515 18.12827
H 14.26170 17.23894 13.02055
C 11.43732 17.53824 10.54117
C 15.38564 13.87282 17.18974
C 12.33048 15.83072 11.94892
O 11.54200 13.76294 15.64658
C 12.49784 16.28038 16.67886
N 12.50103 15.16979 13.00504
C 11.40331 12.54103 12.51262
C 11.30439 16.93253 11.87136
H 11.55336 13.04409 10.35171
C 12.91448 15.74642 10.62180
H 13.32966 10.67500 12.55131
C 7.10264 19.52744 12.74575
H 13.10607 11.81940 15.62856
H 9.80453 18.52220 15.65127
C 8.33030 10.47195 18.48268
C 14.76571 14.29501 13.32392
C 12.48263 16.85509 9.85825
H 8.93077 12.23715 15.74814
H 9.75320 11.39729 13.18402
C 13.57316 12.73620 16.04969
C 14.53098 16.75536 13.98138
C 10.56751 19.85611 14.06973
C 12.69856 13.89681 16.10551
O 8.49646 15.57301 14.38422
C 15.55944 13.17891 13.31642
C 9.42897 17.97063 12.70453
H 7.80623 13.13163 15.08494
C 7.71852 9.50041 19.23108
C 14.61295 15.03410 17.22655
H 12.75014 18.42249 16.58470
H 17.45891 15.49810 12.66199
C 10.84036 18.62228 9.95026
C 10.18612 19.53969 15.54452
O 6.51130 7.33244 20.92726
H 12.11341 18.36577 14.27098
H 16.08143 15.95864 11.63970
H 10.58030 20.87705 13.81015
H 6.96446 15.20482 12.97470
O 7.30457 6.00616 19.05752
C 13.73554 11.69926 12.76117
C 8.03941 16.13301 11.28624
H 6.20030 17.89354 11.80732
H 12.58121 20.01904 14.48248
```

As for the LUMO energy: 0.099 Eh. The total energy is -4354.6433 Eh. Its HOMO energy is -3.3 eV. The energy above the lowest of the compared OMol25 structures with the same formula, charge and spin comes out at 1.919 eV. The charge is -2.